1.
The following is a DFT calculation (ωB97M-V/def2-TZVPD) of C29H100AlF6O29P as an isolated structure.

Computed properties:
Electronic energy ... -123245.2043 eV
Lowest unoccupied orbital energy ... -4.75 eV
Kohn-Sham gap ... 8.5 eV
F_max ... 7.706 eV/A
Charge ... +2
HOMO energy ... -13.22 eV

```
166
Properties=species:S:1:pos:R:3:mulliken_charge:R:1
Al 16.684 18.034 14.935 -0.061
P 14.609 16.223 15.134 2.086
F 14.160 15.166 14.017 -0.201
F 13.994 17.440 14.368 -0.454
F 13.500 15.999 16.143 0.211
F 15.416 17.247 16.135 -0.162
F 15.659 15.181 15.714 -0.409
F 16.126 16.832 14.044 0.365
C 9.773 14.834 17.669 -0.394
O 10.805 14.023 18.165 -0.336
H 9.039 14.200 17.131 0.436
H 9.267 15.333 18.517 0.349
H 10.034 15.681 16.995 -0.289
H 10.615 13.130 17.794 0.356
C 8.186 16.015 14.487 -0.228
O 7.510 17.124 14.031 -0.522
H 7.538 15.107 14.478 0.398
H 8.990 15.772 13.780 -0.056
H 8.672 16.117 15.432 0.094
H 6.580 17.034 14.232 0.312
C 10.945 19.137 17.289 -0.816
O 11.732 17.992 17.452 0.142
H 9.961 18.930 16.861 0.313
H 10.770 19.436 18.317 0.334
H 11.365 20.028 16.808 0.120
H 11.654 17.360 16.759 -0.108
C 15.558 9.862 13.217 -0.664
O 16.228 11.036 12.630 -0.464
H 14.888 9.365 12.503 0.491
H 16.315 9.131 13.455 0.193
H 15.024 10.307 14.084 0.172
H 16.237 10.776 11.698 0.188
C 12.924 11.741 19.288 -0.534
O 14.102 10.963 19.674 -0.534
H 12.045 11.153 19.117 0.530
H 12.665 12.456 20.095 0.371
H 13.130 12.240 18.354 -0.107
H 13.895 10.553 20.509 0.229
C 15.142 20.163 10.748 -0.762
O 14.959 20.106 12.139 0.001
H 14.905 19.217 10.221 0.148
H 14.505 20.939 10.312 0.304
H 16.182 20.455 10.437 0.351
H 14.239 19.419 12.273 -0.088
C 16.227 8.988 16.770 0.440
O 15.120 8.517 15.967 -0.427
H 17.039 9.360 16.148 -0.271
H 15.833 9.797 17.372 -0.242
H 16.613 8.168 17.388 0.481
H 15.398 7.613 15.695 0.272
C 19.419 14.643 15.059 -0.486
O 18.747 13.593 15.863 -0.106
H 20.415 14.535 15.469 0.585
H 19.419 14.420 13.995 0.351
H 18.990 15.604 15.416 0.000
H 19.198 12.715 15.548 0.428
C 14.157 16.448 8.087 -0.458
O 15.201 15.618 8.696 -0.483
H 13.985 16.016 7.098 0.398
H 13.185 16.358 8.605 0.060
H 14.459 17.485 8.071 0.211
H 15.771 15.310 7.974 0.285
C 16.949 14.169 11.602 -0.844
O 16.847 13.825 12.978 0.403
H 16.367 15.076 11.383 0.093
H 17.995 14.345 11.288 0.383
H 16.444 13.455 10.890 0.187
H 16.703 12.864 13.019 0.090
C 13.730 13.346 10.857 -0.568
O 14.486 13.067 9.696 -0.573
H 13.559 12.420 11.421 0.259
H 14.078 14.034 11.640 -0.021
H 12.766 13.751 10.553 0.460
H 14.504 13.939 9.243 0.336
C 11.671 13.856 13.974 0.763
O 10.541 12.881 13.947 -0.641
H 12.208 13.704 14.918 0.009
H 12.331 13.596 13.154 -0.302
H 11.237 14.849 13.850 -0.119
H 10.167 12.868 13.064 0.268
C 18.627 10.373 14.595 -1.040
O 19.560 9.948 15.543 -0.554
H 18.147 9.561 14.001 0.406
H 17.841 10.968 15.044 0.213
H 19.257 10.990 13.935 0.528
H 19.420 9.010 15.693 0.322
C 18.852 17.621 12.914 0.724
C 17.765 18.681 12.440 -0.834
O 16.835 19.269 13.462 -0.054
O 20.213 17.693 12.530 -0.572
H 18.498 16.616 12.657 -0.217
H 18.857 17.644 13.997 -0.726
H 17.097 18.089 11.832 0.311
H 18.187 19.487 11.834 0.645
H 16.029 19.635 12.867 0.246
H 20.512 18.588 12.317 0.359
C 11.591 9.900 15.748 0.133
C 10.328 10.444 16.452 -0.674
O 10.344 11.822 16.459 -0.317
O 11.643 8.486 15.796 -0.590
H 12.457 10.364 16.271 0.068
H 11.566 10.259 14.693 0.194
H 10.299 10.035 17.446 0.441
H 9.428 10.109 15.948 0.326
H 10.250 12.023 15.531 0.083
H 12.525 8.183 15.453 0.319
C 13.325 16.263 19.797 0.251
C 13.821 15.549 21.055 -1.081
O 14.506 14.369 20.786 -0.367
O 14.414 16.667 18.872 0.544
H 12.771 17.157 20.054 0.358
H 12.609 15.553 19.327 -0.123
H 12.907 15.332 21.591 0.422
H 14.370 16.159 21.796 0.322
H 15.477 14.306 20.884 0.331
H 15.015 15.907 18.826 -0.549
C 16.174 13.004 18.258 1.011
C 17.180 13.980 18.861 0.112
O 17.154 14.094 20.255 -0.620
O 16.502 11.599 18.610 -0.658
H 16.257 13.083 17.165 -0.295
H 15.182 13.369 18.546 -0.323
H 16.725 14.875 18.486 -0.347
H 18.145 13.732 18.429 0.311
H 17.277 13.210 20.647 0.364
H 15.816 11.163 19.172 0.387
C 19.163 19.996 16.204 -0.588
C 19.360 18.502 16.298 -0.879
O 17.980 17.847 16.174 -0.118
O 18.145 20.368 15.225 -0.211
H 20.213 20.342 16.057 0.338
H 18.790 20.452 17.100 0.376
H 19.604 18.423 17.316 0.416
H 20.050 17.946 15.677 0.510
H 17.967 13.482 15.284 0.210
H 18.515 20.320 14.328 0.181
C 11.178 18.218 12.433 -0.124
C 11.792 17.712 11.149 -0.701
O 13.202 17.389 11.339 0.287
O 11.770 19.434 12.795 -0.404
H 11.408 17.482 13.209 -0.367
H 10.120 18.293 12.335 0.661
H 11.814 18.556 10.463 0.200
H 11.343 16.838 10.681 0.582
H 13.248 16.438 11.403 -0.196
H 11.153 20.184 12.707 0.255
C 13.941 21.967 14.676 -0.005
C 15.124 21.284 15.347 -0.189
O 15.026 19.864 15.168 0.171
O 14.610 22.750 13.772 -0.684
H 13.503 22.570 15.521 0.433
H 13.178 21.291 14.227 -0.153
H 15.099 21.253 16.455 -0.239
H 16.066 21.791 15.090 0.470
H 14.617 19.488 16.044 -0.290
H 15.064 22.265 13.090 0.286
C 15.071 20.146 19.153 -0.485
C 16.173 19.177 19.666 -0.188
O 17.061 18.756 18.675 -0.408
O 14.147 19.530 18.282 -0.387
H 15.564 20.979 18.617 0.323
H 14.573 20.585 20.075 0.332
H 15.626 18.320 20.091 -0.096
H 16.698 19.723 20.465 0.529
H 16.699 17.981 18.197 -0.093
H 13.843 18.684 18.606 -0.073
```

=====

2.
The following is a DFT calculation (ωB97M-V/def2-TZVPD) of C29H14Br2F5MnN3O5 as an isolated structure.

Computed properties:
Expectation value of S² ... 8.75
Electronic energy ... -230005.5469 eV
Lowest unoccupied orbital energy (spin up / spin down) ... 3.74 / 3.74 eV
Kohn-Sham gap (spin up / spin down) ... 5.8 / 6.0 eV
Multiplicity ... 6
F_max ... 0.835 eV/A
Relative energy (zero: lowest compared OMol25 entry of this formula, charge and spin) ... 0.0 kJ/mol
Charge ... -2
HOMO energy (spin up / spin down) ... -2.06 / -2.21 eV

```
59
Properties=species:S:1:pos:R:3:mulliken_charge:R:1
Mn 0.631 -0.397 0.280 1.097
O -3.051 3.747 0.645 -0.698
C -3.010 3.545 -0.681 0.373
C -3.894 4.272 -1.487 -0.679
C -3.887 4.110 -2.860 -0.289
C -3.007 3.221 -3.467 -0.744
C -2.136 2.496 -2.666 -0.554
C -2.117 2.641 -1.285 0.277
C -1.139 1.796 -0.497 0.841
O -0.364 1.032 -1.130 -0.877
N -1.205 1.984 0.809 -0.786
N -0.258 1.199 1.474 0.220
C -0.187 1.328 2.745 -0.181
C 0.797 0.663 3.596 0.737
C 0.671 0.905 4.968 -0.548
C 1.549 0.399 5.905 -0.749
C 2.612 -0.382 5.432 -0.322
C 2.775 -0.635 4.094 -0.721
C 1.874 -0.138 3.095 0.262
O 2.091 -0.409 1.865 -0.707
H -2.366 3.115 1.029 0.634
H -4.579 4.955 -1.000 0.386
H -4.584 4.680 -3.466 0.329
H -3.005 3.087 -4.541 0.402
H -1.441 1.782 -3.088 0.442
H -0.886 2.006 3.246 0.162
H -0.163 1.520 5.295 0.296
H 1.416 0.594 6.961 0.360
H 3.323 -0.800 6.139 0.329
H 3.593 -1.246 3.733 0.377
Br 0.477 -4.065 -3.338 -0.219
C 1.672 -2.604 -3.278 -0.457
C 2.526 -2.395 -4.366 -0.356
C 3.424 -1.368 -4.388 -0.097
Br 4.569 -1.154 -5.902 -0.316
C 3.508 -0.471 -3.293 0.832
C 4.409 0.618 -3.199 -0.750
C 4.413 1.414 -2.092 -0.893
C 3.492 1.135 -1.053 -0.396
N 2.648 0.144 -1.121 0.074
C 2.638 -0.672 -2.203 0.175
C 1.674 -1.784 -2.139 0.810
O 0.955 -1.942 -1.114 -0.572
H 2.469 -3.074 -5.207 0.372
H 5.093 0.804 -4.017 0.280
H 5.095 2.248 -1.995 0.375
H 3.457 1.746 -0.158 0.478
F -5.002 -4.780 0.712 -0.354
C -3.877 -4.055 0.924 0.637
C -3.558 -2.980 0.116 -0.158
F -4.387 -2.656 -0.896 -0.341
C -2.416 -2.237 0.330 0.128
F -2.183 -1.204 -0.489 -0.260
C -1.491 -2.514 1.365 0.325
O -0.427 -1.844 1.571 -0.488
C -1.867 -3.623 2.169 0.063
F -1.063 -3.980 3.192 -0.348
C -3.010 -4.365 1.957 0.130
F -3.291 -5.411 2.764 -0.342
```

=====

3.
The following is a DFT calculation (ωB97M-V/def2-TZVPD) of C29H15CoF5N16SSe as an isolated structure.

Computed properties:
Expectation value of S² ... 0.76
Electronic energy ... -181551.7620 eV
Lowest unoccupied orbital energy (spin up / spin down) ... -1.73 / -1.73 eV
Kohn-Sham gap (spin up / spin down) ... 3.8 / 3.8 eV
Multiplicity ... 2
F_max ... 1.498 eV/A
Relative energy (zero: lowest compared OMol25 entry of this formula, charge and spin) ... 92.9 kJ/mol
Charge ... 0
HOMO energy (spin up / spin down) ... -5.54 / -5.54 eV

```
68
Properties=species:S:1:pos:R:3:mulliken_charge:R:1
Co 0.909 0.334 0.264 -0.986
S 5.397 -5.279 -1.136 0.159
N 5.696 -3.830 -0.471 -0.690
C 4.569 -3.147 -0.484 0.887
C 4.398 -1.798 -0.001 -0.224
C 5.407 -1.013 0.545 -0.669
C 5.099 0.271 0.951 -0.934
C 3.802 0.743 0.790 -0.133
N 2.823 0.016 0.277 0.409
C 3.103 -1.255 -0.106 0.118
C 2.003 -2.009 -0.627 0.588
N 0.796 -1.396 -0.593 0.511
C -0.242 -1.995 -1.149 0.057
C -0.161 -3.263 -1.719 -1.027
C 1.043 -3.938 -1.698 -0.608
C 2.157 -3.304 -1.152 -0.202
C 3.478 -3.874 -1.064 0.861
N 3.822 -5.080 -1.469 -0.694
H 6.406 -1.416 0.636 0.566
H 5.852 0.917 1.376 0.451
H 3.551 1.756 1.081 0.542
H -1.180 -1.450 -1.144 0.569
H -1.044 -3.710 -2.150 0.466
H 1.139 -4.939 -2.095 0.562
N -0.048 3.011 3.051 -0.017
C -0.210 3.908 2.030 -0.892
C 0.362 3.345 0.931 -0.337
N 0.857 2.113 1.256 0.598
C 0.582 1.933 2.544 -0.042
C 0.894 0.680 3.183 -0.522
N 1.163 -0.383 2.447 0.411
C 1.468 -1.387 3.317 -0.644
C 1.371 -0.926 4.599 -0.787
N 1.008 0.390 4.500 0.075
H -0.540 3.016 3.936 0.378
H -0.707 4.851 2.166 0.440
H 0.446 3.751 -0.061 0.419
H 1.726 -2.371 2.967 0.481
H 1.514 -1.410 5.547 0.432
H 0.814 1.012 5.266 0.234
N -0.564 2.068 -4.518 -0.597
N 0.325 1.933 -3.510 1.160
N 1.288 2.801 -3.292 -1.076
C 1.795 2.355 -2.153 -0.399
N 1.151 1.263 -1.723 0.726
N 0.225 0.997 -2.613 -0.576
H -0.151 2.354 -5.391 0.255
H -1.230 1.307 -4.542 0.247
H 2.627 2.814 -1.650 0.571
F -8.415 0.215 -2.527 -0.314
C -7.131 0.541 -2.316 0.502
C -6.667 0.756 -1.028 0.055
F -7.514 0.644 0.004 -0.316
C -5.341 1.086 -0.816 0.198
F -4.917 1.275 0.441 -0.298
C -4.434 1.219 -1.868 0.028
Se -2.626 1.653 -1.617 -0.350
C -4.935 0.983 -3.153 0.184
F -4.099 1.070 -4.204 -0.316
C -6.256 0.658 -3.384 0.061
F -6.695 0.443 -4.635 -0.319
N -0.950 0.383 0.486 0.210
C -1.629 0.139 1.400 0.774
C -2.393 -0.142 2.511 -0.092
C -3.007 -1.409 2.650 -0.092
N -3.477 -2.453 2.786 -0.571
C -2.330 0.735 3.606 0.271
N -2.175 1.438 4.513 -0.731
```

=====

> F_max of number 1 (C29H100AlF6O29P)?

7.706 eV/A

=====

> Among the records above, which one has the lowest electronic energy?

C29H14Br2F5MnN3O5